Record 1
{
  "formula": "C4H7NO",
  "method": "ωB97M-V with the def2-TZVPD basis set",
  "species": ["O", "C", "C", "C", "C", "N", "H", "H", "H", "H", "H", "H", "H"],
  "xyz": [[-0.1561, 1.7246, 0.7109], [-0.8262, 0.8946, -0.2200], [0.2185, 0.0209, -0.8948], [1.0106, -0.8278, 0.1111], [0.1377, -1.7365, 0.8645], [-0.5787, -2.4367, 1.4440], [-0.8143, 2.1441, 1.2767], [-1.3493, 1.4895, -0.9845], [-1.5717, 0.2552, 0.2778], [0.9295, 0.6583, -1.4319], [-0.2779, -0.6227, -1.6305], [1.5220, -0.1700, 0.8213], [1.7738, -1.4239, -0.4006]],
  "forces_ev_per_angstrom": [[-0.1, 0.2, 0.2], [-0.2, -0.3, -0.3], [0.0, 0.0, -0.1], [0.1, 0.0, 0.0], [-0.6, -0.6, 0.5], [0.7, 0.7, -0.6], [0.2, 0.0, -0.1], [0.1, -0.1, 0.1], [0.1, 0.1, 0.0], [-0.1, -0.1, 0.1], [0.1, 0.1, 0.1], [-0.1, -0.1, -0.1], [-0.1, 0.1, 0.1]],
  "mulliken_charge": [-0.51, -0.45, -0.64, -0.37, 0.25, -0.44, 0.30, 0.29, 0.36, 0.32, 0.32, 0.26, 0.30],
  "de_lowest_kj_mol": 95.8,
  "smiles": "N#CCCCO",
  "orbital_gap_ev": 11.57,
  "largest_force_ha_per_bohr": 0.0222
}

=====

Record 2
{
  "formula": "C4H7NO",
  "method": "ωB97M-V with the def2-TZVPD basis set",
  "species": ["C", "C", "C", "C", "H", "H", "H", "H", "H", "H", "H", "N", "O"],
  "xyz": [[-0.3303, 1.1884, 0.6297], [-0.5394, -1.1218, 0.3727], [0.0179, -0.4791, -0.9082], [0.9213, 0.5042, -0.0688], [0.0916, 1.5073, 1.6386], [-0.7072, 1.9121, -0.0174], [0.2975, -1.3189, 1.0550], [-1.3095, -2.0300, 0.4198], [-0.6108, 0.1189, -1.4440], [1.5918, 0.1879, -2.1103], [1.2712, -0.1145, 0.8401], [1.3134, -0.1827, -1.1636], [-1.2794, 0.0581, 0.9513]],
  "forces_ev_per_angstrom": [[2.1, -1.3, 1.5], [-2.4, -1.4, 0.6], [-0.5, -2.0, 2.6], [-1.1, 0.4, 5.7], [-0.9, 0.3, -1.5], [-1.4, 1.4, -0.4], [-0.7, -1.0, -0.4], [1.5, 2.1, -0.6], [-2.6, 0.9, -1.3], [-0.7, -0.3, 1.6], [0.5, 1.7, -1.5], [4.0, -0.9, -4.7], [2.2, 0.0, -1.6]],
  "mulliken_charge": [-0.40, -0.34, -0.09, -0.32, 0.28, 0.35, 0.24, 0.26, 0.31, 0.28, 0.25, -0.41, -0.40],
  "de_lowest_kj_mol": 644.7,
  "smiles": "C1OC[C@@H]2N[C@@H]12",
  "orbital_gap_ev": 9.97,
  "largest_force_ha_per_bohr": 0.1221
}

=====

Record 3
{
  "formula": "C4H7NO",
  "method": "ωB97M-V with the def2-TZVPD basis set",
  "species": ["C", "C", "C", "N", "C", "O", "H", "H", "H", "H", "H", "H", "H"],
  "xyz": [[-0.6332, -1.4144, 0.6034], [-0.7508, 0.0724, 0.4927], [0.4448, 0.5173, -0.9115], [-1.0742, 0.4619, -0.8042], [1.0536, 0.9845, 0.4838], [1.2154, 2.1730, 0.6778], [-1.5779, -1.7008, 1.0900], [-0.5785, -1.9564, -0.3509], [0.1675, -1.7176, 1.2849], [0.6749, 1.3501, -1.5742], [0.8376, -0.4306, -1.2779], [-1.3248, 1.4529, -0.7740], [1.5886, 0.2121, 1.0716]],
  "forces_ev_per_angstrom": [[0.1, 0.0, 0.0], [-0.2, -0.3, -0.1], [0.4, 0.0, -0.3], [-0.1, 0.1, 0.3], [0.2, 0.3, 0.0], [0.0, -0.4, 0.0], [0.1, 0.1, 0.0], [0.0, 0.1, 0.1], [-0.1, 0.0, -0.1], [0.0, -0.1, 0.1], [-0.1, 0.1, 0.1], [0.0, -0.1, 0.0], [-0.1, 0.1, 0.0]],
  "mulliken_charge": [-1.03, 0.00, -0.57, -0.42, 0.20, -0.54, 0.32, 0.37, 0.31, 0.44, 0.26, 0.34, 0.33],
  "de_lowest_kj_mol": 492.4,
  "orbital_gap_ev": 8.52,
  "largest_force_ha_per_bohr": 0.0088
}

=====

Record 4
{
  "formula": "C4H7NO",
  "method": "ωB97M-V with the def2-TZVPD basis set",
  "species": ["C", "C", "C", "C", "N", "O", "H", "H", "H", "H", "H", "H", "H"],
  "xyz": [[3.2966, 0.0336, -0.0837], [2.1252, 0.2237, 0.1711], [-0.7554, -1.7785, -0.4008], [-0.2071, 2.6625, -0.0835], [0.9295, 0.7294, 0.4337], [0.8144, 1.9146, -0.1589], [4.0848, -0.4145, -0.4508], [-0.7479, -0.7229, -0.6062], [-0.1104, -1.7618, 0.5219], [-0.4246, -2.6044, -1.0860], [-0.2101, 3.6488, -0.5148], [-1.8196, -2.1637, -0.2501], [-0.9771, 2.1781, 0.5714]],
  "forces_ev_per_angstrom": [[-4.0, 1.1, 1.6], [1.0, 1.1, -0.5], [-0.8, -2.0, 1.2], [-1.2, -2.1, 2.0], [-1.4, -0.7, 1.1], [1.6, 1.7, -1.6], [3.7, -1.8, -1.5], [-0.1, 0.1, -1.3], [-1.0, -0.7, -0.6], [0.5, 1.6, 0.0], [0.3, -0.2, -0.2], [1.2, 0.9, 0.6], [0.2, 1.1, -0.8]],
  "mulliken_charge": [-0.52, 0.23, -0.81, -0.22, -0.63, 0.06, 0.45, 0.13, 0.20, 0.25, 0.30, 0.26, 0.31],
  "de_lowest_kj_mol": 762.9,
  "orbital_gap_ev": [8.01, 7.16],
  "largest_force_ha_per_bohr": 0.0858
}

=====

Record 5
{
  "formula": "C4H7NO",
  "method": "ωB97M-V with the def2-TZVPD basis set",
  "species": ["C", "C", "O", "C", "N", "C", "H", "H", "H", "H", "H", "H", "H"],
  "xyz": [[0.5109, -0.6864, 0.4942], [-0.9185, -0.8725, -0.0596], [-1.7558, 0.1547, 0.3635], [-0.7772, 1.7562, -0.3141], [0.3991, 1.6152, -0.4430], [1.2642, 0.4704, -0.1589], [0.4232, -0.5147, 1.5718], [1.1058, -1.5959, 0.3514], [-0.8711, -0.9539, -1.1624], [-1.3042, -1.8397, 0.3003], [-1.8637, 1.4284, -0.2893], [2.0848, 0.8415, 0.4595], [1.6963, 0.1811, -1.1221]],
  "forces_ev_per_angstrom": [[0.0, 0.0, 0.1], [0.3, -0.2, -0.1], [-0.1, 0.1, 0.0], [1.2, -0.1, -0.2], [-1.2, 0.2, 0.1], [0.2, -0.2, 0.0], [0.0, 0.0, -0.1], [-0.1, 0.1, 0.0], [0.0, 0.1, 0.1], [0.0, 0.2, 0.0], [-0.1, -0.1, 0.1], [-0.1, -0.1, -0.1], [-0.1, 0.0, 0.1]],
  "mulliken_charge": [-0.45, -0.45, -0.68, 0.13, -0.33, -0.51, 0.29, 0.34, 0.28, 0.34, 0.45, 0.30, 0.29],
  "de_lowest_kj_mol": 416.1,
  "orbital_gap_ev": 9.78,
  "largest_force_ha_per_bohr": 0.0244
}

=====

Record 6
{
  "formula": "C4H7NO",
  "method": "ωB97M-V with the def2-TZVPD basis set",
  "species": ["C", "C", "N", "C", "C", "O", "H", "H", "H", "H", "H", "H", "H"],
  "xyz": [[-0.7572, 1.7333, -0.7806], [-0.0002, 0.8353, -0.1575], [-0.2356, 0.3749, 1.1552], [0.3500, -0.7537, 1.2320], [1.1559, -1.0804, 0.0028], [0.9631, 0.0834, -0.7839], [-1.5252, 2.2504, -0.2207], [-1.8040, -0.6393, -0.7220], [-0.6590, 1.8894, -1.8473], [0.2329, -1.4099, 2.0899], [-1.7352, -1.2595, -0.3158], [0.7862, -1.9641, -0.5355], [2.2193, -1.2239, 0.2251]],
  "forces_ev_per_angstrom": [[0.1, 0.0, 0.0], [-0.3, 0.2, -0.1], [0.2, -0.3, -0.1], [0.0, 0.1, 0.1], [0.0, -0.1, 0.2], [-0.1, 0.0, 0.0], [0.2, 0.0, -0.1], [-0.1, -0.2, 0.0], [0.1, 0.1, 0.2], [0.2, 0.1, 0.0], [-0.2, -0.1, -0.1], [0.0, 0.1, 0.1], [-0.1, 0.0, -0.1]],
  "mulliken_charge": [-0.77, 0.22, -0.38, -0.04, -0.17, -0.37, 0.30, 0.00, 0.29, 0.37, 0.04, 0.24, 0.27],
  "de_lowest_kj_mol": 274.0,
  "smiles": "C=C1N=CCO1.[H][H]",
  "orbital_gap_ev": 9.58,
  "largest_force_ha_per_bohr": 0.0083
}

=====

Record 7
{
  "formula": "C4H7NO",
  "method": "ωB97M-V with the def2-TZVPD basis set",
  "species": ["C", "C", "C", "C", "N", "O", "H", "H", "H", "H", "H", "H", "H"],
  "xyz": [[1.3000, -1.8126, -0.5332], [-1.6603, -0.2177, -0.1195], [-1.5238, -0.0954, 1.3428], [2.0018, 0.6289, -0.7541], [1.7663, -0.7622, -0.5888], [-0.8206, 0.7275, 0.4837], [-0.8967, -0.8251, 1.8945], [-1.1906, -1.0937, -0.4362], [-2.6842, 0.1005, -0.5993], [-2.2801, 0.4783, 1.8949], [2.9670, 1.0339, -0.4054], [1.1390, 1.1032, -0.3492], [1.8821, 0.7345, -1.8302]],
  "forces_ev_per_angstrom": [[-0.3, -1.4, 0.2], [-3.2, 0.5, 0.7], [-0.6, -0.2, 1.3], [0.0, -0.2, -1.2], [0.7, 0.9, 0.5], [1.0, 1.2, -1.2], [-0.6, 0.4, -0.3], [0.7, -1.0, -1.3], [2.4, -0.4, 0.8], [0.2, -0.6, 0.0], [-0.5, -0.6, 0.0], [-0.3, 0.7, 0.7], [0.5, 0.6, -0.2]],
  "mulliken_charge": [-0.24, -0.26, -0.26, -0.59, 0.03, -0.38, 0.22, 0.19, 0.21, 0.24, 0.25, 0.29, 0.30],
  "de_lowest_kj_mol": 376.5,
  "orbital_gap_ev": 11.61,
  "largest_force_ha_per_bohr": 0.0646
}

=====

Record 8
{
  "formula": "C4H7NO",
  "method": "ωB97M-V with the def2-TZVPD basis set",
  "species": ["C", "N", "C", "C", "C", "O", "H", "H", "H", "H", "H", "H", "H"],
  "xyz": [[-1.7276, -0.2346, -0.0542], [-1.1893, 0.9209, 0.5570], [-0.5136, 0.1156, -0.7029], [0.8022, -0.4511, -0.4194], [1.8216, 0.2714, 0.3318], [1.0842, -0.7620, 0.9419], [-1.8134, -1.1460, 0.4877], [-2.6080, -0.0163, -0.6292], [-0.8507, 0.6600, 1.4687], [-0.6034, 0.5177, -1.6990], [1.1333, -1.1952, -1.1356], [2.8678, 0.0543, 0.1614], [1.5970, 1.2653, 0.6918]],
  "forces_ev_per_angstrom": [[-2.2, -1.3, -0.2], [0.4, 0.7, -2.0], [0.5, 1.7, 1.6], [0.3, -0.6, 0.2], [0.3, 0.4, -0.2], [-0.2, -0.6, 0.2], [0.1, -0.7, 0.6], [-0.5, -0.2, -0.3], [1.1, -0.3, -0.1], [0.0, 0.8, 0.1], [0.1, -0.2, 0.0], [0.1, 0.0, 0.0], [-0.1, 0.2, 0.0]],
  "mulliken_charge": [-0.46, -0.65, -0.14, -0.04, -0.39, -0.44, 0.28, 0.26, 0.29, 0.35, 0.39, 0.28, 0.25],
  "de_lowest_kj_mol": 353.1,
  "smiles": "C1N[C@H]1[C@H]1CO1",
  "orbital_gap_ev": 10.44,
  "largest_force_ha_per_bohr": 0.0503
}

=====

Copy entry 4 word for word.
{
  "formula": "C4H7NO",
  "method": "ωB97M-V with the def2-TZVPD basis set",
  "species": ["C", "C", "C", "C", "N", "O", "H", "H", "H", "H", "H", "H", "H"],
  "xyz": [[3.2966, 0.0336, -0.0837], [2.1252, 0.2237, 0.1711], [-0.7554, -1.7785, -0.4008], [-0.2071, 2.6625, -0.0835], [0.9295, 0.7294, 0.4337], [0.8144, 1.9146, -0.1589], [4.0848, -0.4145, -0.4508], [-0.7479, -0.7229, -0.6062], [-0.1104, -1.7618, 0.5219], [-0.4246, -2.6044, -1.0860], [-0.2101, 3.6488, -0.5148], [-1.8196, -2.1637, -0.2501], [-0.9771, 2.1781, 0.5714]],
  "forces_ev_per_angstrom": [[-4.0, 1.1, 1.6], [1.0, 1.1, -0.5], [-0.8, -2.0, 1.2], [-1.2, -2.1, 2.0], [-1.4, -0.7, 1.1], [1.6, 1.7, -1.6], [3.7, -1.8, -1.5], [-0.1, 0.1, -1.3], [-1.0, -0.7, -0.6], [0.5, 1.6, 0.0], [0.3, -0.2, -0.2], [1.2, 0.9, 0.6], [0.2, 1.1, -0.8]],
  "mulliken_charge": [-0.52, 0.23, -0.81, -0.22, -0.63, 0.06, 0.45, 0.13, 0.20, 0.25, 0.30, 0.26, 0.31],
  "de_lowest_kj_mol": 762.9,
  "orbital_gap_ev": [8.01, 7.16],
  "largest_force_ha_per_bohr": 0.0858
}